Density functional theory data (ωB97M-V with the def2-TZVPD basis set) for a structure of composition C46H110CdN6O21 in a non-equilibrium geometry.

Cartesian coordinates (Å):
Cd1 1.903 2.354 4.011
O1 2.861 3.940 3.184
O2 -5.067 1.599 -0.987
O3 -2.536 -10.753 0.465
O4 -1.520 2.260 4.711
O5 6.080 6.304 5.497
O6 -1.458 7.081 0.275
O7 3.202 -0.725 -2.863
O8 5.374 -0.828 2.058
O9 2.723 4.210 -2.633
O10 -0.393 4.963 1.810
O11 3.391 1.056 2.979
O12 -2.520 -6.920 -4.310
O13 -1.392 -0.550 -3.743
O14 -8.827 1.709 1.892
O15 0.718 0.935 5.008
O16 1.594 6.304 2.597
O17 4.479 8.581 5.393
O18 -0.972 -4.442 0.976
O19 0.296 2.604 2.457
O20 1.826 -0.691 -8.465
O21 8.955 0.638 5.360
N1 0.344 4.994 -0.771
N2 2.261 -2.255 -5.441
N3 -2.285 -3.395 -3.071
N4 6.595 1.647 3.355
N5 -2.098 -7.884 0.642
N6 -7.897 2.769 -0.852
C1 7.383 2.188 4.454
C2 4.195 7.572 4.754
C3 0.651 0.684 0.883
C4 7.654 1.158 5.538
C5 2.994 7.533 3.986
C6 0.204 6.366 -1.259
C7 -1.225 6.861 -1.099
C8 4.566 5.102 4.275
C9 -3.565 -9.793 0.398
C10 1.900 -1.974 -7.866
C11 -2.524 -0.883 -3.001
C12 -0.524 -3.700 2.074
C13 3.960 -1.137 -3.984
C14 -2.834 7.063 0.623
C15 -0.250 1.678 1.580
C16 3.400 5.044 3.591
C17 -1.966 -5.733 -3.759
C18 0.583 -0.454 4.857
C19 4.376 -1.161 1.139
C20 -9.141 2.966 1.301
C21 -0.936 -5.841 1.247
C22 6.324 0.055 1.519
C23 -2.932 -6.855 -5.657
C24 2.641 6.364 3.330
C25 2.809 4.961 -1.448
C26 -2.909 -11.989 1.004
C27 5.024 6.311 4.878
C28 -3.095 -2.209 -3.421
C29 -6.131 1.115 -0.174
C30 9.201 -0.442 6.226
C31 1.274 -2.011 -6.471
C32 -0.797 0.683 -3.429
C33 3.163 -1.112 -5.292
C34 2.682 2.808 -2.476
C35 0.536 -0.373 -8.937
C36 -3.014 -8.558 -0.286
C37 -3.864 1.725 -0.273
C38 7.259 0.571 2.593
C39 -7.436 1.397 -0.930
C40 -2.932 -4.571 -3.682
C41 2.340 -1.667 -2.306
C42 1.725 4.659 -0.410
C43 -7.982 3.411 0.442
C44 -9.990 1.150 2.537
C45 -1.526 -6.632 0.097
C46 -0.813 -0.998 5.030
H1 1.208 1.060 0.017
H2 4.817 -0.479 -4.114
H3 1.834 2.448 -1.877
H4 2.802 -2.644 -2.114
H5 3.618 -1.865 1.487
H6 9.346 -0.128 7.263
H7 0.280 5.584 2.269
H8 -3.290 -7.861 -5.872
H9 -2.313 -6.025 -0.362
H10 -4.380 -10.185 -0.228
H11 6.871 3.072 4.831
H12 1.512 -2.743 -8.543
H13 10.131 -0.936 5.935
H14 -0.793 -6.892 -0.674
H15 -0.516 -2.664 1.729
H16 -1.931 6.123 -1.506
H17 3.793 4.832 -0.973
H18 -3.800 -4.860 -3.071
H19 -1.231 -0.677 5.989
H20 -1.092 -5.502 -4.384
H21 -2.571 -8.859 -1.241
H22 0.087 -0.191 0.556
H23 -7.259 1.116 -1.967
H24 -1.322 3.194 4.506
H25 0.963 -0.779 3.875
H26 -1.172 1.164 1.929
H27 0.104 -6.135 1.439
H28 -1.546 -0.712 4.263
H29 -1.352 7.809 -1.638
H30 -7.307 3.336 -1.446
H31 3.891 -1.094 -6.104
H32 6.337 2.398 2.723
H33 -0.459 5.087 0.812
H34 -3.868 -12.404 0.673
H35 -2.124 -12.715 0.805
H36 1.513 -1.892 -2.996
H37 2.486 2.334 -3.436
H38 -6.125 1.595 0.806
H39 -3.293 -4.316 -4.677
H40 -1.405 1.482 -3.870
H41 2.284 8.332 3.843
H42 -3.422 7.404 -0.233
H43 2.627 -0.152 -5.227
H44 -3.363 -2.162 -4.476
H45 8.164 1.012 2.162
H46 -0.650 1.759 4.482
H47 7.460 -0.265 3.263
H48 4.331 -2.144 -3.753
H49 -8.133 0.682 -0.486
H50 1.224 -0.907 5.624
H51 -3.733 -6.134 -5.830
H52 4.367 1.091 3.021
H53 0.617 0.621 -9.371
H54 -2.420 -3.470 -2.068
H55 6.925 -0.401 0.720
H56 8.376 2.537 4.130
H57 3.835 -0.293 0.737
H58 -7.067 3.429 1.060
H59 -1.270 -8.477 0.678
H60 -1.809 2.133 5.628
H61 -0.191 -0.368 -8.117
H62 1.808 -1.307 -1.426
H63 7.433 1.533 6.541
H64 -0.144 4.001 2.026
H65 1.772 3.626 -0.069
H66 -3.857 -7.870 -0.391
H67 6.960 0.321 5.351
H68 0.145 0.744 -3.981
H69 -3.090 6.004 0.772
H70 -0.770 -2.085 4.941
H71 0.516 -3.962 2.322
H72 -5.996 0.030 -0.058
H73 5.080 4.161 4.423
H74 -3.955 -9.524 1.386
H75 2.968 -2.179 -7.799
H76 0.418 6.394 -2.334
H77 -2.384 -0.861 -1.904
H78 -1.087 -3.747 3.014
H79 -9.986 2.805 0.621
H80 -0.538 0.785 -2.371
H81 -4.038 -2.331 -2.861
H82 2.024 5.305 0.424
H83 2.767 6.033 -1.642
H84 -10.537 1.954 3.034
H85 0.691 -1.090 -6.309
H86 -3.069 2.253 -0.795
H87 -3.061 7.608 1.532
H88 0.172 -1.085 -9.688
H89 3.645 2.530 -2.039
H90 -0.093 4.290 -1.350
H91 -0.822 2.243 0.803
H92 8.413 -1.188 6.073
H93 -2.986 -11.900 2.099
H94 -1.607 -6.026 -2.773
H95 0.832 7.073 -0.720
H96 3.193 0.559 2.182
H97 1.452 0.354 1.549
H98 5.810 0.928 1.077
H99 -10.622 0.734 1.749
H100 -8.080 4.483 0.240
H101 -3.516 0.709 -0.034
H102 -2.080 -6.665 -6.322
H103 -9.554 0.419 3.209
H104 -9.297 3.700 2.097
H105 -1.557 -6.018 2.131
H106 1.939 -2.524 -4.526
H107 0.499 -2.782 -6.414
H108 -3.319 -0.123 -3.105
H109 -4.014 2.258 0.676
H110 4.832 -1.710 0.304

The calculation puts the energy at -3894.512825 Ha. Its spin multiplicity is 1. The value obtained for the LUMO energy is -1.1 eV. Its orbital gap is 5.2913 eV.

Mulliken population analysis, charges in e, atoms 1 to 2:
1. Cd 2.02
2. O -0.91